[1]
Here is a molecular structure, C16H21ClN2O2PdS2Se2 from OMol25. Energies are from wB97M-V/def2-TZVPD.

XYZ file:
```
47
C16H21ClN2O2PdS2Se2 (wB97M-V/def2-TZVPD)
Pd 0.08317 0.89018 -0.16532
O 1.60732 6.64291 0.25366
C 0.32029 6.09669 0.50908
C 0.23325 4.57870 0.29663
C 1.23855 3.89799 1.23432
O 2.59464 4.11005 0.82753
C 0.47032 4.27041 -1.18518
Se 1.09956 2.46711 -1.60038
C -1.17675 4.13086 0.69065
Se -1.77542 2.38537 -0.00049
H 2.24818 5.93391 0.43350
H -0.38543 6.60102 -0.15979
H 0.01540 6.32175 1.54201
H 1.02990 2.82886 1.30235
H 1.13952 4.32907 2.23476
H 2.72776 3.49004 0.08812
H 1.23011 4.93469 -1.59905
H -0.46243 4.43460 -1.72589
H -1.89806 4.83200 0.26235
H -1.29108 4.15083 1.77660
S 0.36318 -0.69483 1.69945
C 1.69531 -1.38844 0.71803
N 1.76862 -2.83192 0.75303
C 2.92125 -3.28752 -0.00354
C 4.09074 -2.32653 0.32506
S 3.39067 -0.91435 1.23919
H 0.88194 -3.23528 0.46415
H 2.74584 -3.27292 -1.08677
H 3.15972 -4.31140 0.28829
H 4.56662 -1.98174 -0.59182
H 4.84351 -2.80314 0.95170
N 1.50761 -0.76633 -1.85897
C 1.56239 -0.92220 -0.71357
Cl -3.81199 -4.10861 -3.29788
C -3.45273 -4.37823 -1.58745
C -3.86632 -5.56827 -1.03844
C -3.62537 -5.87383 0.30151
C -2.94017 -4.90310 1.05814
C -2.52652 -3.71563 0.51780
C -2.74505 -3.34538 -0.87012
C -2.30419 -2.15663 -1.39182
H -4.38951 -6.27292 -1.67698
H -3.95047 -6.81342 0.73010
H -2.72898 -5.09499 2.10733
H -1.99778 -2.99607 1.13552
H -2.43742 -1.90445 -2.43339
H -1.76971 -1.45890 -0.75405
```

spin multiplicity = 1
HOMO level (alpha / beta) = 0.011 / 0.011 Eh
orbital gap (alpha / beta) = 3.887 / 3.888 eV
strongest force on any atom = 0.58 eV Å⁻¹
energy = -7069.59261 Eh
total charge = -2
relative energy (zero: lowest compared OMol25 entry of this formula, charge and spin) = 121.6 kJ/mol

Results of the natural (NBO) charge analysis, in e, for atoms 1 through 4: atom 1 (Pd): 0.37, atom 2 (O): -0.76, atom 3 (C): -0.04, atom 4 (C): -0.16

---

[2]
Here is a gas-phase ion, C3H9N2 (charge +1) in a non-equilibrium geometry from OMol25. Energies are from wB97M-V/def2-TZVPD.

XYZ file:
```
14
C3H9N2 (wB97M-V/def2-TZVPD)
N -1.83935 0.50600 0.19985
C -0.90855 -0.62817 0.18780
C 0.31244 -0.22422 -0.54449
C 1.01628 0.99086 0.01182
N 1.48009 -0.39959 0.21897
H -1.96865 0.96588 -0.73984
H -2.74672 0.07596 0.48236
H -1.21468 -1.55854 -0.42406
H -0.57565 -0.93395 1.11068
H 0.42375 -0.44790 -1.79870
H 1.56731 1.60310 -0.51347
H 0.68775 1.46770 0.95020
H 2.34256 -0.63140 -0.23630
H 1.42340 -0.78572 1.09517
```

spin multiplicity = 1
SMILES = NC[C@H]1C[NH2+]1
HOMO level = -0.511 Eh
orbital gap = 10.506 eV
strongest force on any atom = 5.53 eV Å⁻¹
energy = -228.87524 Eh
total charge = +1
relative energy (zero: lowest compared OMol25 entry of this formula, charge and spin) = 292.9 kJ/mol

Results of the natural (NBO) charge analysis, in e, for atoms 1 through 4: atom 1 (N): -0.83, atom 2 (C): -0.24, atom 3 (C): -0.04, atom 4 (C): -0.20

---

[3]
Here is 2 unconnected molecules or ions with the total composition C2H7O2 in a non-equilibrium geometry from OMol25. Energies are from wB97M-V/def2-TZVPD.

XYZ file:
```
11
C2H7O2 (wB97M-V/def2-TZVPD)
C -0.67633 -0.26201 0.43323
O -0.44530 0.09234 -0.91194
C -0.37778 -1.73486 0.64623
H -0.08716 0.40256 1.06363
H -1.74115 -0.11128 0.66555
H 0.67702 -2.02164 0.66771
H -0.75981 -2.04581 1.62949
H -0.79595 -2.37525 -0.13001
H 0.25752 0.81118 -0.84068
H 1.77122 2.57042 -0.14521
O 1.33283 1.70526 -0.22400
```

spin multiplicity = 1
HOMO level = -0.116 Eh
orbital gap = 7.651 eV
strongest force on any atom = 1.03 eV Å⁻¹
energy = -230.87141 Eh
total charge = -1
relative energy (zero: lowest compared OMol25 entry of this formula, charge and spin) = 34.8 kJ/mol

Results of the natural (NBO) charge analysis, in e, for atoms 1 through 4: atom 1 (C): -0.07, atom 2 (O): -0.80, atom 3 (C): -0.62, atom 4 (H): 0.21

---

[4]
Here is a molecular structure, C27H31BFeNO3 in a non-equilibrium geometry from OMol25. Energies are from wB97M-V/def2-TZVPD.

XYZ file:
```
64
C27H31BFeNO3 (wB97M-V/def2-TZVPD)
C 3.83598 3.23376 -3.33917
C 3.04625 3.33209 -2.13282
C 3.03069 4.23105 -1.09878
C 2.07458 3.74450 -0.16276
C 1.57345 2.54466 -0.64563
B 0.92950 1.30393 0.15227
O 0.16148 0.47955 -0.79731
C 1.08245 -0.42414 -1.48839
C 2.21670 -0.73426 -0.53838
N 2.10022 0.24919 0.58497
C 3.40669 0.81353 0.97917
C 1.46929 -0.29894 1.83241
C 0.81054 0.91920 2.47635
O 0.35614 1.78050 1.39687
O 2.14481 2.32706 -1.88195
H 4.66478 3.94328 -3.28060
H 4.25019 2.23038 -3.48700
H 3.23873 3.50413 -4.21713
H 3.64768 5.12441 -0.99968
H 1.82537 4.19479 0.78978
H 0.56592 -1.33565 -1.78500
H 1.41871 0.08994 -2.39407
H 2.15174 -1.75421 -0.14176
H 3.18400 -0.62263 -1.03713
H 3.95604 0.02996 1.51825
H 3.97591 1.10441 0.09023
H 3.25779 1.67760 1.63881
H 0.73896 -1.06628 1.55017
H 2.22942 -0.75770 2.47709
H -0.06605 0.64527 3.08360
H 1.52886 1.46190 3.11381
C -1.37040 -5.09365 1.28520
C -1.49182 -4.11347 2.34753
C -0.41443 -3.15649 2.20098
C 0.37379 -3.54682 1.03565
C -0.22631 -4.73599 0.46456
Fe -1.51223 -3.25176 0.55707
C -2.56308 -3.40573 -1.11493
C -3.42707 -3.21059 0.03451
C -3.01752 -1.99599 0.70279
C -1.92550 -1.38915 -0.06842
C -1.44050 -0.01222 0.23011
C -2.27054 1.14169 -0.11713
C -2.56936 2.12891 0.84317
C -3.31418 3.25053 0.49343
C -3.80041 3.39292 -0.81249
C -3.56825 2.38419 -1.75749
C -2.82893 1.26115 -1.40792
C -1.64195 -2.29068 -1.17328
H -1.97906 -5.98691 1.16978
H -2.20205 -4.13336 3.16933
H -0.16289 -2.36407 2.90212
H 1.32811 -3.12269 0.74212
H 0.17752 -5.29838 -0.37329
H -2.63234 -4.19772 -1.85413
H -4.27905 -3.82696 0.31093
H -3.46517 -1.51900 1.57342
H -0.95919 -0.00081 1.20916
H -2.20927 1.98523 1.86219
H -3.50519 4.01058 1.25036
H -4.35226 4.29151 -1.08531
H -3.96044 2.47596 -2.77388
H -2.65254 0.45241 -2.12366
H -0.94428 -2.09396 -1.97868
```

spin multiplicity = 6
HOMO level (alpha / beta) = -0.193 / -0.286 Eh
orbital gap (alpha / beta) = 5.637 / 7.647 eV
strongest force on any atom = 3.52 eV Å⁻¹
energy = -2616.24677 Eh
total charge = 0
relative energy (zero: lowest compared OMol25 entry of this formula, charge and spin) = 180.6 kJ/mol

Results of the natural (NBO) charge analysis, in e, for atoms 1 through 4: atom 1 (C): -0.65, atom 2 (C): 0.27, atom 3 (C): -0.33, atom 4 (C): -0.29

---

Among the records above, which one has the highest spin multiplicity?
C27H31BFeNO3

---

Which of these has the highest strongest force on any atom?
C3H9N2